C2H9ClN2Si2 | the ωB97M-V functional and the def2-TZVPD basis

Atoms and positions in Å:
C (-2.780, -0.342, 0.573)
Si (-0.957, -0.100, 0.175)
C (-0.529, 1.725, -0.171)
N (0.018, -1.388, 0.280)
N (1.390, -1.524, 0.120)
Si (2.631, -0.573, -0.583)
Cl (3.387, 1.041, 0.441)
H (-3.083, 0.349, 1.355)
H (-3.400, -0.146, -0.298)
H (-2.980, -1.350, 0.916)
H (-0.077, 2.168, 0.716)
H (0.214, 1.798, -0.962)
H (-1.379, 2.342, -0.450)
H (1.637, -2.461, 0.418)
H (3.724, -1.537, -0.676)
H (2.185, -0.004, -1.853)

Forces on the atoms, in the same order (eV/Å):
C 0.57 -0.11 -0.16
Si -0.24 0.19 0.14
C 0.25 -0.61 0.06
N -0.27 1.16 -0.15
N -0.06 -0.49 0.16
Si -0.40 -0.66 0.06
Cl -0.09 0.26 0.28
H 0.00 0.17 0.11
H -0.05 0.06 -0.14
H 0.06 -0.19 0.02
H 0.02 -0.01 0.13
H 0.07 0.00 -0.09
H -0.21 -0.15 -0.01
H 0.25 0.30 -0.09
H 0.20 -0.06 -0.11
H -0.11 0.13 -0.20

## Properties
Structure (SMILES): C[Si](C)=NN[SiH2]Cl
Lowest unoccupied orbital energy (Ha): 0.021

natural (NBO) population analysis, charges in e, atoms 1 to 8: -1.12, 1.65, -1.14, -0.88, -0.87, 1.26, -0.41, 0.24



C2H9ClNSi | the ωB97M-V functional and the def2-TZVPD basis

Atoms and positions in Å:
C (-0.445, -0.636, -2.548)
C (-0.630, 0.392, 1.536)
N (0.230, 0.365, -2.145)
Si (1.167, 0.407, 1.990)
Cl (2.077, 0.150, 0.050)
H (-0.749, -1.443, -1.917)
H (-0.806, -0.815, -3.581)
H (-0.807, 1.162, 0.827)
H (-1.314, 0.243, 2.394)
H (0.531, 1.168, -2.759)
H (-0.923, -0.583, 0.923)
H (0.811, 0.299, -1.187)
H (1.596, -0.801, 2.733)
H (1.424, 1.679, 2.382)

Forces on the atoms, in the same order (eV/Å):
C -0.35 0.27 -1.45
C -0.67 -3.88 -0.57
N 1.09 0.14 0.06
Si -1.30 -2.87 -1.25
Cl 0.73 0.01 0.80
H 0.38 -0.26 0.98
H 0.31 0.93 0.49
H -0.70 1.20 -0.07
H 0.25 0.98 -0.41
H -0.66 -1.31 0.48
H 0.96 1.62 1.10
H -1.31 0.31 -1.18
H 0.14 0.49 0.02
H 1.12 2.37 1.01

## Properties
Charge: +1
Lowest unoccupied orbital energy (Ha): -0.185

natural (NBO) population analysis, charges in e, atoms 1 to 8: 0.14, -1.13, -0.61, 1.19, -0.37, 0.22, 0.23, 0.24



C2H9INP3 | the ωB97M-V functional and the def2-TZVPD basis

Atoms and positions in Å:
C (2.439, -0.259, 0.862)
C (1.371, 0.794, -1.474)
N (-4.713, -1.807, 0.224)
P (-0.516, 0.767, 1.001)
P (-3.804, -2.786, -0.519)
P (1.490, 1.320, 0.341)
I (-4.381, 0.195, 0.711)
H (1.869, -0.680, 1.735)
H (3.503, -0.210, 1.096)
H (2.413, -0.867, -0.131)
H (1.780, 1.658, -2.051)
H (0.398, 0.667, -1.931)
H (1.959, -0.099, -1.676)
H (-1.226, 1.824, 0.273)
H (-0.102, 1.586, 2.191)
H (-2.478, -2.102, -0.651)

Forces on the atoms, in the same order (eV/Å):
C -1.09 -0.78 -1.17
C 0.56 1.64 -0.54
N -1.08 1.89 0.79
P 0.12 0.88 1.07
P 1.80 -0.49 -0.49
P 1.12 -0.71 -1.30
I -0.08 -1.10 -0.22
H 0.73 -0.16 -1.01
H -0.18 0.68 0.24
H -0.25 0.33 2.41
H 0.06 -0.76 0.24
H -0.55 -0.18 0.41
H 0.01 0.18 -0.11
H 0.69 -0.44 0.63
H -1.12 -0.70 -0.89
H -0.71 -0.29 -0.08

## Properties
Lowest unoccupied orbital energy (Ha): -0.027

natural (NBO) population analysis, charges in e, atoms 1 to 8: -0.91, -0.93, -1.08, -0.04, 0.90, 0.50, 0.32, 0.23



C2H9N | the ωB97M-V functional and the def2-TZVPD basis

Atoms and positions in Å:
C (-1.894, -0.344, -0.055)
N (-0.762, 0.630, -0.072)
H (-2.429, -0.309, -0.924)
H (-1.438, -1.365, -0.100)
H (-2.519, -0.285, 0.902)
H (-1.016, 1.579, -0.341)
H (-0.297, 0.685, 0.850)
C (2.005, -0.128, -0.057)
H (3.112, -0.141, -0.320)
H (1.454, -0.252, -0.932)
H (1.950, 0.882, 0.337)
H (1.836, -0.951, 0.712)

Forces on the atoms, in the same order (eV/Å):
C 2.36 -0.48 3.42
N -0.51 -0.11 0.51
H -1.75 0.63 -2.10
H -0.28 0.67 0.37
H 0.46 -0.07 -1.49
H -0.26 -0.41 0.19
H -0.53 -0.11 -0.90
C 3.39 -0.64 1.66
H -1.12 -0.51 0.16
H -1.02 -0.17 -1.12
H -0.72 -0.07 0.28
H 0.00 1.28 -0.98

## Properties
Structure (SMILES): CN.C
Lowest unoccupied orbital energy (Ha): 0.041

natural (NBO) population analysis, charges in e, atoms 1 to 8: -0.41, -0.85, 0.19, 0.19, 0.17, 0.36, 0.36, -0.84



C2H9N2 | the ωB97M-V functional and the def2-TZVPD basis

Atoms and positions in Å:
N (-0.687, -0.175, 2.431)
C (1.195, -0.350, -0.631)
C (0.092, -0.008, -1.662)
N (-0.946, 0.525, -0.772)
H (0.717, -0.933, 0.167)
H (-1.223, 0.050, 3.270)
H (0.243, 0.255, 2.559)
H (2.092, -0.823, -1.019)
H (1.335, 0.625, -0.161)
H (0.471, 0.784, -2.330)
H (-0.329, -0.846, -2.224)
H (-1.119, 0.072, 1.553)
H (-1.840, 0.825, -1.180)

Forces on the atoms, in the same order (eV/Å):
N 0.98 -0.13 1.09
C -1.06 0.16 -0.10
C -0.36 0.46 1.42
N -0.25 0.19 0.01
H 0.36 -0.29 -0.33
H -0.08 0.00 -0.71
H -0.91 -0.26 -0.50
H 0.06 0.16 0.03
H 0.82 -0.15 -0.01
H -0.35 -0.30 -0.17
H 0.25 -0.01 -0.20
H 0.05 0.41 0.12
H 0.48 -0.25 -0.67

## Properties
2S+1: 2
Lowest unoccupied orbital energy (alpha / beta) (Ha): 0.044 / -0.016

natural (NBO) population analysis, charges in e, atoms 1 to 8: -1.11, -0.62, -0.30, -0.44, 0.23, 0.36, 0.36, 0.21



C2H9N2 | the ωB97M-V functional and the def2-TZVPD basis

Atoms and positions in Å:
C (-1.347, 1.284, 1.557)
H (-0.523, 1.309, 2.282)
H (-1.603, 2.334, 1.351)
H (-2.250, 0.745, 1.884)
H (-0.971, 0.904, 0.632)
N (0.307, 0.027, -1.594)
C (0.473, -0.993, -0.792)
N (1.641, -1.562, -0.527)
H (1.059, 0.405, -2.154)
H (-0.666, 0.269, -1.737)
H (-0.362, -1.229, -0.127)
H (1.843, -1.885, 0.412)
H (2.401, -1.608, -1.188)

Forces on the atoms, in the same order (eV/Å):
C -0.23 1.00 0.50
H -0.48 -0.30 -0.01
H -0.10 -0.36 0.16
H 0.60 0.16 0.02
H 0.18 -0.47 -0.63
N -0.67 -1.22 -0.21
C 1.09 0.74 1.49
N -0.45 -0.03 -0.19
H -0.21 0.09 -0.15
H 0.34 0.52 -0.41
H 0.15 -0.09 -0.29
H -0.33 -0.47 -0.29
H 0.11 0.42 0.01

## Properties
Charge: +1
Lowest unoccupied orbital energy (Ha): -0.163

natural (NBO) population analysis, charges in e, atoms 1 to 8: -0.85, 0.23, 0.24, 0.23, 0.16, -0.68, 0.41, -0.73



C2H9N2 | the ωB97M-V functional and the def2-TZVPD basis

Atoms and positions in Å:
C (0.416, 0.751, 1.301)
C (0.977, 1.080, -0.020)
N (-1.145, -1.408, -0.577)
N (0.592, 0.473, -1.065)
H (0.835, 1.363, 2.095)
H (0.590, -0.301, 1.537)
H (-0.669, 0.892, 1.290)
H (1.700, 1.892, -0.068)
H (-1.353, -1.546, 0.407)
H (-0.694, -2.257, -0.913)
H (-2.020, -1.319, -1.084)
H (-0.189, -0.342, -0.928)
H (0.960, 0.724, -1.975)

Forces on the atoms, in the same order (eV/Å):
C -0.28 -0.20 0.52
C 0.14 0.56 0.20
N 0.00 -0.44 -0.24
N -0.08 -0.14 -0.27
H 0.04 -0.02 -0.08
H 0.09 0.02 0.05
H 0.07 0.08 0.00
H 0.06 -0.13 -0.32
H -0.10 -0.01 -0.04
H -0.17 -0.06 0.09
H -0.11 -0.04 0.08
H 0.26 0.32 -0.06
H 0.08 0.06 0.08

## Properties
Charge: +1
Lowest unoccupied orbital energy (Ha): -0.151

natural (NBO) population analysis, charges in e, atoms 1 to 8: -0.72, 0.30, -1.04, -0.62, 0.27, 0.26, 0.26, 0.22



C2H9N2 | the ωB97M-V functional and the def2-TZVPD basis

Atoms and positions in Å:
C (-1.563, 0.520, -0.109)
C (1.204, -0.550, -0.336)
N (1.798, 0.510, 0.164)
N (-0.714, -0.603, 0.266)
H (-2.562, 0.403, 0.316)
H (-1.138, 1.448, 0.262)
H (-1.656, 0.569, -1.192)
H (1.454, -1.514, 0.080)
H (0.942, -0.515, -1.383)
H (1.722, 1.412, -0.285)
H (2.229, 0.492, 1.078)
H (-0.659, -0.697, 1.276)
H (-1.055, -1.473, -0.137)

Forces on the atoms, in the same order (eV/Å):
C -0.34 0.25 -0.11
C -1.15 0.12 0.15
N 0.29 0.44 0.22
N 1.13 -0.59 -0.28
H 0.07 0.08 -0.04
H 0.07 0.05 0.00
H 0.05 0.02 0.00
H 0.01 -0.03 0.03
H 0.01 -0.04 -0.05
H 0.10 -0.14 0.03
H -0.03 0.00 -0.14
H -0.09 -0.15 -0.06
H -0.13 0.00 0.24

## Properties
Charge: +1
Lowest unoccupied orbital energy (Ha): -0.116

natural (NBO) population analysis, charges in e, atoms 1 to 8: -0.43, 0.08, -0.73, -0.67, 0.23, 0.21, 0.22, 0.22



Calculated DFT total energy in order - -33478.3667; -24103.0829; -39673.7274; -3709.1710; -5197.9592; -5193.4900; -5193.8137; -5193.1629 eV